73
Properties=species:S:1:pos:R:3:forces:R:3:lowdin_charge:R:1 method="wB97M-V/def2-TZVPD" e_tot_ev=-195931.472 lumo_ev=2.08 fmax_ev_per_a=4.48 multiplicity=1 charge=-1 e_homo_ev=-4.02 gap_ev=6.1
C 6.4159 0.9919 -0.7916 0.6637 0.2473 -0.4084 -0.151
C 6.7188 0.0265 -2.0847 0.5254 0.1404 -0.0109 -0.270
C 5.7377 0.2709 -3.3767 -0.3694 -0.2430 -0.0972 -0.241
C 4.3552 1.0913 -3.0546 -0.5440 -0.1603 -0.9819 -0.243
C 3.2093 0.1343 -2.2994 0.7828 1.7846 -0.1750 -0.249
C 2.3086 1.0769 -1.2468 2.5297 -0.1182 -1.4225 -0.330
P 0.5134 0.3416 -1.2097 1.2672 -1.7456 -0.0628 0.415
C 0.8201 -0.2301 0.6177 1.8139 -1.2159 2.3652 -0.324
C 1.9181 -1.4995 0.6623 -1.6850 0.9621 1.7614 -0.238
O 1.3306 -2.7801 0.2395 0.0116 1.4209 0.4126 -0.075
C 2.2530 -1.6842 2.2917 1.1474 -0.5299 0.2417 -0.197
F 3.0902 -2.9307 2.4605 -2.5870 3.6483 0.2089 -0.029
F 3.0752 -0.5759 2.8422 -2.5354 -3.3440 -1.3020 -0.011
F 1.0362 -1.8002 3.1276 3.8418 0.0773 -2.0360 -0.012
B -1.1462 -0.6476 -1.3507 -1.7989 -1.0938 -1.1094 -0.536
O -2.2170 -0.7326 -0.3666 1.2823 -1.7004 0.6443 -0.056
C -1.3676 -1.5585 -2.7435 0.1834 -1.5956 0.5254 -0.199
C -2.3950 -2.8444 -2.4409 -0.4560 1.4641 -0.7874 -0.155
C -0.2968 1.9683 -0.7485 0.5963 3.4984 0.2501 -0.700
Br -1.1371 2.0380 1.1178 0.6019 0.1405 -0.6795 0.706
C -1.3848 2.6745 -1.6941 -1.5618 2.8278 2.4108 -0.765
C -2.9630 2.6367 -1.1284 -0.6908 0.5036 -1.8573 -0.253
Br -1.5003 2.3021 -3.6284 0.4025 -0.1763 0.4473 0.622
H 7.2133 0.7882 0.0398 -1.4206 0.3422 -1.5527 0.067
H 6.5742 2.1120 -1.1639 -0.5871 -2.3348 1.0097 0.086
H 5.3605 0.8428 -0.3027 1.9677 0.3592 -1.2247 0.068
H 6.7123 -1.1021 -1.7665 -0.1127 2.1672 -0.5381 0.098
H 7.8235 0.2572 -2.4565 -2.2188 -0.5171 0.9322 0.100
H 5.4235 -0.7990 -3.7914 0.6219 2.2996 0.7551 0.112
H 6.3383 0.8107 -4.2397 -1.1916 -1.0175 1.7929 0.100
H 4.5101 2.1161 -2.4889 -0.0447 -2.2448 -0.9982 0.094
H 3.8951 1.3901 -4.1148 0.9664 -0.5446 2.2217 0.110
H 3.8255 -0.6945 -1.7474 -1.5033 1.2465 -1.0662 0.092
H 2.5206 -0.2567 -3.1639 1.2569 0.3336 1.9001 0.096
H 2.3501 2.1569 -1.7477 -0.0499 -2.0412 1.3622 0.089
H 2.8723 1.0065 -0.2285 -0.8733 0.7080 -1.6999 0.066
H 0.5193 0.5973 -2.6478 -0.4361 0.4579 -0.1316 -0.013
H 1.1548 -0.9284 -1.5819 -0.0931 -0.3822 -0.2167 -0.009
H 1.3676 0.6022 1.2751 -1.6165 -1.7602 -1.0625 0.085
H -0.1226 -0.6833 1.1374 1.6613 1.0626 -0.5444 0.062
H 2.9429 -1.2311 0.1707 -2.0556 -0.9697 0.6942 0.143
H 0.3287 -2.7522 0.2125 1.9106 0.5856 0.1359 0.107
H -2.0606 -1.4451 0.3349 -0.3433 1.7028 -1.5453 0.108
H -0.3279 -2.0662 -2.9825 -1.8828 1.3350 0.1727 0.095
H -1.7257 -0.9207 -3.6555 0.6538 -1.2657 1.6483 0.083
H -2.3214 -3.6078 -3.3304 -0.1466 1.2165 1.9913 0.067
H -3.4829 -2.3832 -2.4427 2.0696 -1.2094 0.1761 0.077
H -2.1896 -3.3141 -1.3841 -0.3391 0.6937 -2.2016 0.065
H 0.6030 2.7480 -0.6118 -2.1582 -1.5902 -0.3117 0.078
H -1.1534 3.8513 -1.6391 -0.3595 -2.7383 -0.4088 0.101
H -3.1845 3.5029 -0.3589 0.7095 -2.1264 -1.3148 0.068
H -3.3128 1.5788 -0.7960 0.8033 1.9947 -0.3425 0.054
H -3.6213 2.9139 -2.0856 1.3595 -0.6086 2.0590 0.054
C -1.6394 0.0229 6.0987 0.3010 -0.6077 0.8009 -0.142
C -0.8872 0.2139 4.8217 1.1300 -0.5118 -0.2822 -0.137
O -1.8580 0.7639 3.9514 -1.1005 0.4666 0.6006 -0.004
C -2.8059 1.3543 4.7366 -1.5294 1.3653 -1.1200 -0.522
O -3.6994 2.0705 4.3167 1.8207 -1.5870 0.9555 0.121
O -2.6228 1.0396 6.0522 -0.3198 0.4448 -0.6997 0.057
H -1.0017 0.1404 6.9791 -0.2352 0.0859 -0.0805 0.135
H -2.1391 -0.9502 6.1482 0.0248 0.0638 -0.0166 0.134
H -0.0614 0.9256 4.9253 -0.0770 -0.0650 -0.0396 0.144
H -0.4978 -0.7270 4.4234 -0.1119 0.3180 -0.0942 0.120
C -5.7114 0.0764 1.2357 0.5057 1.0110 0.5270 -0.136
C -5.8191 -1.2930 1.8239 0.3695 -0.2848 0.9896 -0.142
O -6.6599 -1.9738 0.9118 -0.1861 0.2219 -0.8386 0.056
C -6.5541 -1.3257 -0.2851 -0.7056 -0.5732 -2.2554 -0.516
O -7.0113 -1.7420 -1.3364 0.9259 0.8630 2.3326 0.124
O -5.8695 -0.1523 -0.1520 -0.5989 -1.0168 -0.3212 0.061
H -4.7453 0.5442 1.4439 -0.1236 -0.0148 -0.2151 0.135
H -6.5106 0.7425 1.5774 0.0433 -0.0695 -0.0146 0.137
H -4.8531 -1.8072 1.8659 -0.0614 0.0691 -0.0410 0.133
H -6.2601 -1.2827 2.8245 -0.0412 -0.1257 -0.2166 0.134